Entry 1:
67
Properties=species:S:1:pos:R:3 method="wB97M-V/def2-TZVPD" de_lowest_kcal_mol=0.00
C -0.51128 -1.84879 0.94616
C 0.19688 -2.14720 -0.36412
C -0.91117 -2.29595 -1.41984
C -0.34276 -2.27602 -2.88663
C 0.50559 -1.07208 -3.21372
C 1.55173 -0.64123 -2.15961
N 1.10383 -0.97338 -0.77857
O 1.93549 -0.76877 0.11457
C 1.78311 0.86002 -2.31472
C 2.86654 -1.42697 -2.40292
C 1.11327 -3.38252 -0.34407
H -1.39375 -2.48284 1.05746
H -0.94834 -0.85112 0.88740
H 0.09274 -2.06532 1.82690
H -1.67724 -1.52514 -1.35300
H -1.39084 -3.26275 -1.26483
H -1.19740 -2.39215 -3.55151
H 0.29898 -3.15323 -3.00534
H -0.16030 -0.21676 -3.35621
H 0.95914 -1.18726 -4.19917
H 2.02501 1.05497 -3.35917
H 2.58052 1.23149 -1.67107
H 0.87511 1.42000 -2.09409
H 3.60824 -1.35099 -1.61074
H 3.29206 -1.04242 -3.33121
H 2.72600 -2.48058 -2.64836
H 0.59135 -4.17710 0.19476
H 2.02051 -3.30751 0.25851
H 1.45898 -3.83061 -1.27417
O -1.13400 0.73694 -0.70594
H -0.82495 1.52298 -0.23755
C -3.71957 1.14448 -2.16362
N -4.60138 1.25472 -3.33643
O -5.79607 1.05100 -3.16675
O -4.19940 1.68563 -4.40322
H -3.01368 0.32393 -2.26312
H -4.43124 0.94095 -1.36894
H -3.15872 2.07201 -2.10283
C -3.29512 1.61725 1.97542
N -4.18539 0.44532 1.73067
O -3.94510 -0.63135 2.22332
O -5.16425 0.75729 1.06613
H -3.71261 2.16643 2.81670
H -3.14299 2.24953 1.10817
H -2.38133 1.11076 2.28453
C -0.14889 4.09534 -0.58040
N 1.18686 4.73313 -0.78571
O 1.82989 5.03115 0.19966
O 1.56603 4.94203 -1.92693
H -0.86421 4.77969 -1.03096
H -0.22595 4.16474 0.50195
H -0.12826 3.09669 -1.00597
C 1.98897 -2.38348 4.66479
C 2.66261 -1.00472 4.49312
O 2.15854 -0.43711 3.29196
C 1.97463 0.95222 3.33981
C 1.57508 1.48622 1.98856
H 0.91077 -2.31176 4.52170
H 2.35843 -3.14963 3.98241
H 2.15855 -2.79432 5.66189
H 2.39070 -0.36012 5.33191
H 3.74050 -1.14572 4.39101
H 1.20511 1.10262 4.11250
H 2.83177 1.36936 3.88169
H 1.44861 2.57057 2.03229
H 0.67381 1.05428 1.55299
H 2.36023 1.35323 1.24250


Entry 2:
91
Properties=species:S:1:pos:R:3 method="wB97M-V/def2-TZVPD" total_charge=+1 de_lowest_kcal_mol=0.00
C -3.58621 -3.58830 -3.33203
C -2.58291 -2.46940 -2.86372
C -1.92335 -2.59076 -1.40079
I -3.56533 -3.65051 -0.33974
C -1.10585 -1.40766 -0.73599
B -0.31585 -2.41462 0.32580
N -0.89306 -3.33646 1.33126
O 1.10291 -2.61628 0.31464
C -1.58021 -0.20620 0.26578
C -1.86988 -0.52908 1.80945
C -1.18242 0.06756 2.96302
C -1.40280 -0.22595 4.36222
C -2.41360 -1.17847 4.75895
C -3.20412 -1.75385 3.67944
C -2.94081 -1.42587 2.30701
C -3.07972 0.26610 -0.06900
Cl -3.96004 1.24772 1.24435
C -3.46260 1.04063 -1.37738
C -4.94688 1.66099 -1.34382
N -0.47598 0.85201 0.15541
I 1.43925 0.41503 1.00696
C -0.86902 2.21847 0.62325
C 0.16926 3.30844 1.02761
C 0.42760 3.45410 2.59243
Br 1.75128 4.92870 2.78435
C 0.03326 0.86365 -1.29530
C 1.07477 1.90605 -1.81693
C 2.54273 2.24229 -1.50107
S 3.95241 1.25769 -2.14880
C 4.74987 0.48861 -0.73320
N 5.48317 -0.58935 -1.01497
N 5.98757 -1.05535 0.16039
C 5.52361 -0.23698 1.11851
O 4.72151 0.78410 0.61002
C -0.13452 -0.67603 -1.84598
C -0.80539 -0.20925 -3.23808
S 1.27443 -1.58143 -2.57031
O 1.06053 -3.04888 -2.48423
O 2.51947 -1.42931 -1.80309
C 1.76226 -1.46825 -4.34235
F 1.00287 -2.38700 -5.06838
F 3.02029 -2.01555 -4.40838
C 1.78027 -0.21382 -5.26352
F 0.59871 0.04524 -5.92892
F 2.62656 -0.55642 -6.31089
F 2.26710 0.96366 -4.81629
H -4.66635 -3.38899 -3.11065
H -3.57096 -3.49696 -4.46644
H -3.26647 -4.64168 -3.16539
H -1.71418 -2.68798 -3.55265
H -3.09161 -1.50672 -3.07359
H -1.21050 -3.46849 -1.52057
H -0.76796 -4.31874 1.07192
H -0.52028 -3.15263 2.26246
H 1.30947 -3.56133 0.23409
H -0.42345 0.86069 2.81140
H -0.81432 0.27251 5.17159
H -2.63510 -1.46435 5.80736
H -4.03349 -2.44763 3.96341
H -3.66126 -1.86373 1.59781
H -3.68994 -0.68102 -0.11104
H -2.84848 1.91865 -1.68445
H -3.59719 0.27385 -2.19325
H -5.70438 0.95609 -0.93541
H -5.21268 1.77641 -2.43864
H -4.97739 2.69380 -0.93475
H -1.53664 2.20998 1.53008
H -1.53054 2.66457 -0.17639
H 1.14324 3.37455 0.50337
H -0.33240 4.29630 0.78809
H 0.94372 2.56151 3.01910
H -0.49472 3.72826 3.15484
H -0.90065 1.33480 -1.75145
H 0.54480 2.89347 -1.60381
H 1.03567 1.97072 -2.94581
H 2.83748 2.49451 -0.44270
H 2.73238 3.24257 -2.00179
H 5.79301 -0.43531 2.17698
H -0.28508 0.64115 -3.73527
H -0.79674 -1.00147 -4.03544
H -1.86715 0.09885 -3.15263
C 4.33033 1.86375 4.26376
C 4.32749 0.52311 4.94544
O 3.12264 0.55771 5.70650
C 2.29445 1.45203 5.11339
O 1.14602 1.59935 5.39698
O 2.93952 2.16070 4.14843
H 4.80471 1.83516 3.28308
H 4.80822 2.63982 4.86559
H 4.27361 -0.30853 4.23674
H 5.19204 0.38061 5.59205


Entry 3:
29
Properties=species:S:1:pos:R:3 method="wB97M-V/def2-TZVPD" smiles="N/C=C/C[C@@H](N)CO.O.O.O" de_lowest_kcal_mol=62.02
N -1.96912 0.17301 2.41571
C -1.47219 0.46482 1.16388
C -1.96525 -0.01271 0.01079
C -1.32092 0.18229 -1.30949
C 0.01872 -0.66900 -1.37958
N -0.27521 -2.13042 -1.33665
C 1.03194 -0.23387 -2.46444
O 2.05137 0.49120 -1.75513
H -2.96494 0.28492 2.53461
H -1.49293 0.60904 3.18777
H -0.52371 0.98252 1.12057
H -2.86702 -0.61541 0.04094
H -2.00539 0.03353 -2.15203
H -0.88677 1.19507 -1.53534
H 0.46204 -0.57793 -0.37727
H -0.98501 -2.39187 -2.01478
H -0.68292 -2.33779 -0.43313
H 0.68422 0.50966 -3.18142
H 1.33835 -1.17409 -2.95173
H 2.47407 -0.17327 -1.21046
O 2.57377 1.13206 1.40309
H 2.16404 0.36478 1.82286
H 2.23952 1.98360 1.68827
O 0.38552 -2.37638 1.55326
H 0.14266 -2.96256 2.28517
H 1.30690 -2.59184 1.32036
O 1.01321 3.62662 0.54917
H 0.37478 3.25490 1.14983
H 1.15028 2.95912 -0.14480


Entry 4:
78
Properties=species:S:1:pos:R:3 method="wB97M-V/def2-TZVPD" total_charge=-1
C 3.30789 4.91237 4.79765
C 2.08769 4.84182 3.88808
C 1.34139 3.51234 4.01669
C 0.11772 3.40821 3.10700
Sn 0.42078 1.80777 1.72497
C 0.52169 0.00979 2.85357
C 1.71175 0.00457 3.78561
C 1.86457 -1.31183 4.55136
C 2.03708 -2.50588 3.62458
C -1.28541 1.66159 0.43570
C -2.25051 2.77016 0.78570
C -3.49663 2.76794 -0.10179
C -4.47158 3.88514 0.24097
C 2.18410 2.08169 0.57406
C 2.32714 0.93170 -0.35468
C 3.08642 -0.27461 0.08095
C 1.78308 0.96068 -1.56464
H 3.84425 5.86193 4.70644
H 3.02179 4.79817 5.84657
H 4.01945 4.11399 4.56864
H 1.39656 5.66818 4.10420
H 2.38867 4.98190 2.83993
H 2.04976 2.71048 3.76973
H 1.06527 3.33847 5.06829
H -0.81425 3.23631 3.65635
H -0.01407 4.30361 2.49412
H -0.41588 -0.13299 3.39789
H 0.59533 -0.77466 2.09762
H 2.62795 0.21076 3.21555
H 1.62489 0.83377 4.50000
H 2.71443 -1.24729 5.24688
H 0.98217 -1.45504 5.19039
H 2.15240 -3.44726 4.16823
H 1.17480 -2.61835 2.96321
H 2.91724 -2.38904 2.98827
H -0.94638 1.73730 -0.59997
H -1.74297 0.67654 0.55968
H -2.54916 2.68666 1.84114
H -1.74342 3.74303 0.70664
H -3.18404 2.84355 -1.15255
H -3.99156 1.79047 -0.01744
H -5.35825 3.87445 -0.40027
H -4.81580 3.80356 1.27519
H -4.00107 4.86558 0.13085
H 2.10673 3.02361 0.02867
H 3.03993 2.15882 1.24509
H 3.46813 -0.16429 1.09425
H 2.46264 -1.16834 0.05870
H 3.93934 -0.45452 -0.57306
H 1.88977 0.13851 -2.24562
H 1.23256 1.81147 -1.91409
C -2.92804 0.07766 -6.44005
C -1.66255 0.38007 -5.96305
C -0.99194 -0.51568 -5.16074
C -1.58047 -1.74294 -4.81824
C -0.96066 -2.75193 -3.98378
O -1.71815 -3.88749 -3.77340
C -1.20100 -4.89838 -2.98992
C 0.08256 -4.79364 -2.40104
C 0.55822 -5.85498 -1.61327
C -0.21646 -6.97731 -1.41907
C -1.47604 -7.07224 -2.00008
C -1.96356 -6.04652 -2.77640
C 0.82607 -3.61693 -2.63921
C 0.30796 -2.61878 -3.41803
C -2.85819 -2.01982 -5.31498
C -3.52531 -1.12605 -6.11363
H -3.44562 0.78232 -7.06603
H -1.19947 1.32086 -6.22135
H -0.00960 -0.27497 -4.79328
H 1.53497 -5.78114 -1.16410
H 0.15505 -7.78906 -0.81234
H -2.07780 -7.95313 -1.84378
H -2.93517 -6.09989 -3.23534
H 1.80508 -3.51545 -2.20284
H 0.87382 -1.72507 -3.60449
H -3.30904 -2.96069 -5.05281
H -4.50901 -1.36160 -6.48408


Short version: HOMO-LUMO gap = 6.3; 6.2; 8.3; 3.5 eV, in the order given.
Short version: LUMO energy = -2.477; -4.832; 0.299; 2.163 eV, in the order given.